# 1
C25H49FI2N2O8S | ωB97M-V/def2-TZVPD

ORCA input file:
```
! RIJCOSX wB97M-V def2-TZVPD def2/J DEFGRID3
* xyz 0 1
C -1.1171 -0.4506 2.0184
C -0.2032 -1.3238 3.0536
C 0.4970 -2.5360 2.2560
C 2.1046 -2.3595 2.0802
C 2.4093 -1.1399 1.0975
C 3.2885 -1.4198 -0.2109
C 2.7626 -2.7610 -0.9911
C 3.5104 -2.9516 -2.4001
O 3.0519 -2.4259 -3.4493
F 4.7297 -3.6764 -2.5220
C 4.8761 -1.3224 -0.0929
I 6.0926 0.3286 -0.9427
C 5.7210 -2.3319 0.5357
C 5.1245 -3.6535 1.1966
I 7.9285 -2.1707 0.5936
C 2.8394 -0.2170 -1.2358
C 2.6380 1.2088 -0.5456
O 3.3643 1.4844 0.6724
S 3.0805 0.3891 1.8991
O 2.1278 1.0532 2.8693
O 4.3266 0.0438 2.7076
H -0.7350 0.6175 1.8561
H -1.2311 -0.9633 0.9911
H -2.1986 -0.3740 2.4328
H 0.4912 -0.6933 3.7016
H -0.9626 -1.8106 3.7850
H 0.0988 -2.6689 1.1801
H 0.2505 -3.5245 2.8050
H 2.6373 -2.2744 3.1102
H 2.4511 -3.3957 1.6775
H 1.3575 -0.8376 0.6993
H 2.8950 -3.7173 -0.4014
H 1.6184 -2.6435 -1.1317
H 4.5123 -3.3618 2.1283
H 6.0035 -4.2716 1.6300
H 4.5901 -4.3660 0.4926
H 1.7789 -0.5518 -1.5792
H 3.4595 -0.2206 -2.2032
H 1.5149 1.3857 -0.3169
H 2.8994 2.0183 -1.3315
C 1.9914 8.2322 1.2190
O 0.6173 7.8802 1.2392
C -0.0857 8.2938 0.0659
C -0.5290 7.0735 -0.7446
N 0.6197 6.4056 -1.3585
C 0.2951 5.1029 -1.9430
C -0.1553 3.9918 -0.9811
O 0.8651 3.5535 -0.0892
C 0.9772 4.3161 1.1056
H 2.4201 7.9850 2.1923
H 2.5301 7.6699 0.4509
H 2.1155 9.3077 1.0526
H 0.5047 8.9836 -0.5449
H -0.9770 8.8315 0.4048
H -1.2205 7.3969 -1.5298
H -1.0634 6.4010 -0.0667
H 1.3370 6.2688 -0.6538
H 1.1994 4.7571 -2.4547
H -0.4696 5.2404 -2.7164
H -0.4069 3.1190 -1.5935
H -1.0695 4.2478 -0.4353
H 0.0145 4.7218 1.4316
H 1.7060 5.1179 0.9738
H 1.3543 3.6575 1.8916
C -2.8698 -3.6178 1.1287
O -2.7079 -3.4411 -0.2697
C -2.7066 -4.6730 -0.9953
C -3.9502 -4.7675 -1.8822
N -5.1576 -4.9486 -1.0755
C -6.3989 -4.8046 -1.8397
C -6.7023 -3.4211 -2.4364
O -6.9601 -2.4167 -1.4604
C -5.8020 -1.7653 -0.9600
H -2.7416 -2.6479 1.6132
H -3.8696 -3.9948 1.3620
H -2.1099 -4.3001 1.5252
H -2.6242 -5.5399 -0.3324
H -1.8193 -4.6611 -1.6366
H -3.8404 -5.6176 -2.5637
H -4.0042 -3.8505 -2.4771
H -5.1618 -4.2612 -0.3289
H -7.2160 -5.0621 -1.1579
H -6.4121 -5.5524 -2.6412
H -7.6279 -3.5160 -3.0134
H -5.9388 -3.0893 -3.1481
H -5.0061 -1.6992 -1.7084
H -5.4426 -2.2721 -0.0623
H -6.0844 -0.7502 -0.6713
*
```

Calculated values
E = -75825.1082 eV
Kohn-Sham gap = 8.46 eV

# 2
C3H4N4O | ωB97M-V/def2-TZVPD

ORCA input file:
```
! RIJCOSX wB97M-V def2-TZVPD def2/J DEFGRID3
* xyz 0 1
C 1.3498 0.0090 -0.2776
C 0.1612 -0.3636 0.4710
C -1.1409 -0.3795 2.1003
H -0.5472 0.0818 -2.0576
H 0.4732 0.7232 -3.1727
H 2.2442 0.5676 0.4534
H -1.4570 -0.4066 3.2529
N 0.5061 0.3238 -2.3149
N 1.4056 0.5437 -1.4082
N 0.1817 -0.3133 1.8090
N -2.0433 -0.4376 1.2360
O -1.1333 -0.3484 -0.0916
*
```

Calculated values
SMILES = N/N=C\c1ncno1
E = -11179.2316 eV
Kohn-Sham gap = 9.24 eV

# 3
C4H8O2 | ωB97M-V/def2-TZVPD

ORCA input file:
```
! RIJCOSX wB97M-V def2-TZVPD def2/J DEFGRID3
* xyz 0 1
O -1.0521 1.2546 1.3954
C -1.0405 0.3343 0.3208
C 0.3386 0.7066 -0.6816
C 1.2230 -0.5515 -0.7202
C -0.0091 -0.9883 0.0737
O 0.3484 -1.4813 1.3001
H -1.0998 2.1450 0.9929
H -1.8843 0.5419 -0.3467
H -0.0677 0.9752 -1.6410
H 0.7676 1.4642 -0.0477
H 1.4061 -1.0236 -1.7044
H 2.1679 -0.5232 -0.1552
H -0.6485 -1.5695 -0.5932
H -0.4496 -1.2844 1.8070
*
```

Calculated values
E = -8368.6991 eV
Kohn-Sham gap = 8.95 eV

# 4
C2H6N2S | ωB97M-V/def2-TZVPD

ORCA input file:
```
! RIJCOSX wB97M-V def2-TZVPD def2/J DEFGRID3
* xyz 0 1
C -1.6104 -0.1722 0.1330
C 1.1533 -0.4571 -0.1200
H -1.4403 0.7015 -0.7094
H -2.7929 -0.7100 0.1509
H -1.4637 0.5212 0.9686
H 1.1396 1.6117 0.2886
H -0.2763 1.2432 -0.7499
H 2.5626 -1.6380 0.2497
N 0.5198 0.8784 -0.1404
N 2.4495 -0.5885 0.0661
S -0.2411 -1.3903 -0.1372
*
```

Calculated values
SMILES = [H]/N=C(/N)SC
E = -15983.6261 eV
Kohn-Sham gap = 9.63 eV

# 5
C23H33ClN2O4PS2 | ωB97M-V/def2-TZVPD

ORCA input file:
```
! RIJCOSX wB97M-V def2-TZVPD def2/J DEFGRID3
* xyz 1 1
C 7.8317 -0.7836 -2.3995
C 6.5087 -0.6013 -3.2867
O 6.5801 -1.3784 -4.5303
C 6.0926 0.9275 -3.5706
C 4.4769 0.9888 -3.4249
C 3.9447 1.2051 -1.9701
C 2.3905 1.2923 -1.7383
P 1.8493 1.5334 0.0628
S 1.0634 3.3202 0.3591
C 1.3635 1.1833 -2.9251
C 1.9718 0.9312 -4.3472
C 3.4958 0.8360 -4.6231
S 0.7645 0.7417 -5.7626
C -0.7096 -0.0084 -4.8844
C -1.6547 -0.9719 -5.6629
C -2.9178 -1.5972 -4.9685
C -3.1222 -1.2261 -3.4732
C -2.1663 -0.2555 -2.6870
C -2.5665 0.0208 -1.1574
C -2.1724 -1.3303 -0.3468
O -3.0295 -2.0699 0.1916
Cl -0.3584 -1.7020 -0.3271
C -0.9137 0.3900 -3.3882
N -0.0700 1.3212 -2.6343
H 8.6621 -0.0361 -2.6255
H 7.5399 -0.8296 -1.2964
H 8.2511 -1.8299 -2.6588
H 5.6425 -1.0588 -2.6690
H 5.6986 -1.8006 -4.6835
H 6.3633 1.2599 -4.6281
H 6.5410 1.6854 -2.8460
H 4.6729 1.3180 -1.0863
H 0.9567 0.4750 0.5051
H 2.9866 1.4442 0.9616
H 3.8864 0.6503 -5.6896
H -1.5017 -1.2700 -6.7593
H -3.6321 -2.2851 -5.5279
H -4.0527 -1.6742 -2.9604
H -3.6908 0.2369 -1.0389
H -2.0174 0.8990 -0.6781
H -0.2750 1.3157 -1.6274
C -1.7448 2.4969 2.7622
O -1.7292 1.1945 2.1814
C -1.3801 0.1249 3.0474
C -2.6335 -0.6620 3.4112
N -3.5748 0.1581 4.2503
C -3.1686 0.4548 5.6644
C -3.2000 -0.7903 6.5470
O -4.5376 -1.1921 6.7930
C -5.0396 -2.2345 5.9667
H -1.2435 3.1841 2.0768
H -2.7860 2.8209 2.8630
H -1.2533 2.5425 3.7371
H -0.8192 0.4612 3.9227
H -0.7182 -0.5388 2.4841
H -2.4030 -1.5800 3.9511
H -3.1978 -0.9112 2.5087
H -4.4961 -0.2922 4.2721
H -3.7382 1.0384 3.7476
H -3.8920 1.1894 6.0247
H -2.1786 0.9121 5.6421
H -2.7758 -0.5176 7.5180
H -2.5906 -1.6099 6.1618
H -4.2482 -2.8011 5.4670
H -5.7095 -1.8008 5.2173
H -5.6257 -2.9146 6.5852
*
```

Calculated values
E = -79021.9517 eV
Kohn-Sham gap = 6.79 eV

# 6
C24H42BrNO10S2 | ωB97M-V/def2-TZVPD

ORCA input file:
```
! RIJCOSX wB97M-V def2-TZVPD def2/J DEFGRID3
* xyz 0 1
C 4.9125 -2.7373 2.2334
C 4.5663 -3.0590 0.7798
C 3.0562 -3.2900 0.5443
C 2.5425 -2.6522 -0.7422
C 2.5377 -1.1047 -0.7980
C 2.3332 -0.4309 0.5476
C 2.1587 1.0977 0.5062
C 1.2180 1.6742 -0.5569
C -0.2502 1.7791 -0.1282
C -0.8530 0.4300 0.2617
C -2.2704 0.1376 -0.2540
Br -3.4449 1.6659 0.0195
C -2.8074 -1.1269 0.5025
C -3.4951 -0.7624 1.8193
O -3.4057 -1.8149 2.7576
C -2.1346 -1.9489 3.3670
C -3.6681 -1.9908 -0.4231
C -4.4406 -3.1292 0.2542
C -5.7031 -3.4677 -0.4955
N -6.8345 -3.3287 0.0572
C -2.7279 -2.3789 -1.5728
S -2.9474 -4.0312 -2.2629
O -2.8382 -1.3656 -2.5876
S -2.1005 -0.0114 -2.1360
O -0.7091 -0.1617 -2.4472
O -2.8066 1.0469 -2.7863
H 5.9285 -2.3539 2.3087
H 4.2389 -1.9872 2.6472
H 4.8173 -3.6302 2.8492
H 4.9229 -2.2770 0.1092
H 5.0924 -3.9757 0.5134
H 2.9099 -4.3674 0.4304
H 2.4696 -3.0002 1.4142
H 3.0844 -3.0473 -1.6010
H 1.5027 -2.9752 -0.8732
H 3.4922 -0.7844 -1.2244
H 1.7653 -0.8265 -1.5124
H 3.2114 -0.6369 1.1624
H 1.5016 -0.9003 1.0803
H 1.7526 1.3918 1.4747
H 3.1408 1.5587 0.4127
H 1.2738 1.1709 -1.5195
H 1.5351 2.7032 -0.7387
H -0.8008 2.1994 -0.9692
H -0.2943 2.4701 0.7130
H -0.8917 0.2924 1.3438
H -0.2418 -0.3881 -0.1198
H -1.9198 -1.7099 0.7630
H -3.0636 0.1379 2.2616
H -4.5515 -0.5556 1.6595
H -2.2817 -2.0552 4.4415
H -1.4996 -1.0785 3.1999
H -1.6385 -2.8561 3.0185
H -4.4183 -1.3180 -0.8514
H -4.7687 -2.8389 1.2486
H -3.8246 -4.0211 0.3963
H -5.5907 -3.8254 -1.5200
H -7.5641 -3.5895 -0.6035
H -1.6995 -2.3343 -1.2037
H -2.5377 -3.7563 -3.5069
C 1.2907 5.0754 2.3947
C 2.4899 5.7160 3.0649
O 2.8827 4.7126 4.0080
C 2.4308 3.5144 3.5703
O 2.7275 2.4648 4.0344
O 1.5860 3.6811 2.5244
H 1.1864 5.3407 1.3458
H 0.3558 5.2864 2.9171
H 3.3137 5.8856 2.3701
H 2.2554 6.6437 3.5795
C 0.5095 2.3918 -4.9425
C -0.4667 3.4844 -4.5560
O 0.1420 4.0263 -3.3787
C 1.4669 3.7523 -3.4160
O 2.2656 4.1925 -2.6553
O 1.7485 2.8907 -4.4179
H 0.5906 2.2405 -6.0153
H 0.2811 1.4418 -4.4558
H -0.5346 4.2719 -5.3089
H -1.4618 3.1124 -4.3270
*
```

Calculated values
SMILES = [H]/N=C/C[C@@H]1[C@@H](S)OS(=O)(=O)[C@](Br)(CCCCCCCCCC)[C@H]1COC.O=C1OCCO1.O=C1OCCO1
E = -139245.8151 eV
Kohn-Sham gap = 10.14 eV

# 7
C14H33BiClIN4OP2 | ωB97M-V/def2-TZVPD

ORCA input file:
```
! RIJCOSX wB97M-V def2-TZVPD def2/J DEFGRID3
* xyz 2 1
C 0.0168 1.4722 -4.0415
C 0.0169 1.2857 -2.5760
H 0.0210 2.5649 -4.1883
H -0.8627 1.0289 -4.5382
H 0.8921 1.0219 -4.5390
O 0.0233 2.0795 -1.6802
I -0.0577 -3.7855 -3.2111
Bi -0.0105 -1.3853 -1.6573
P 2.6244 -0.4177 -1.2729
C 3.4055 1.0336 -0.4833
C 3.7643 -1.7801 -0.8074
H 4.7466 -1.5918 -1.2835
H 4.0880 -0.2532 -3.1524
H 3.3527 -2.7499 -1.1362
H 2.4671 -0.8298 -3.6544
H 3.2736 1.0170 0.6035
H 3.8779 -1.7916 0.2931
C 3.0084 -0.1163 -3.0210
H 4.4794 1.0122 -0.7119
H 2.7252 0.9081 -3.2913
H 2.9592 1.9476 -0.8906
P -2.6236 -0.3810 -1.2710
C -3.3988 1.0747 -0.4786
C -2.9996 -0.0662 -3.0202
H -3.3797 -2.7051 -1.1570
H -4.7618 -1.5306 -1.2899
H -3.8912 -1.7552 0.2834
C -3.7803 -1.7346 -0.8175
H -2.4648 -0.7847 -3.6545
H -4.0809 -0.1874 -3.1559
H -4.4711 1.0663 -0.7187
H -2.9378 1.9864 -0.8755
H -2.7004 0.9560 -3.2839
H -3.2771 1.0473 0.6096
Cl 0.0058 -3.1234 0.2372
C -0.0009 1.4725 1.7447
N -0.0036 0.0615 1.4094
C -1.2142 -0.5423 2.0197
N -1.2196 -0.3952 3.4797
C -1.1810 1.0516 3.7980
N 0.0006 1.7089 3.2086
C 1.1804 1.0494 3.7964
N 1.2126 -0.3987 3.4782
C 1.2046 -0.5447 2.0203
C -0.0046 -1.0288 4.0413
H -0.8884 1.9554 1.3277
H 0.8881 1.9532 1.3289
H -1.2440 -1.6032 1.7461
H -2.0824 -0.0173 1.5865
H -1.1286 1.1697 4.8881
H -2.0959 1.5183 3.4110
H 2.0957 1.5108 3.4046
H 1.1331 1.1679 4.8866
H 1.2305 -1.6060 1.7484
H 2.0761 -0.0241 1.5882
H -0.0029 -0.8944 5.1304
H -0.0056 -2.0970 3.7894
*
```

Calculated values
E = -68084.9911 eV
Kohn-Sham gap (spin up / spin down) = 4.87 / 3.44 eV

# 8
C21H25Cl2O2Si | ωB97M-V/def2-TZVPD

ORCA input file:
```
! RIJCOSX wB97M-V def2-TZVPD def2/J DEFGRID3
* xyz 1 1
C -1.4390 -2.0960 1.1201
C -1.7354 -0.9891 2.1050
C -0.7520 0.0619 2.1287
O 0.5128 -0.1241 1.8998
Si 1.7003 1.2134 1.7814
C 3.3287 0.3023 1.8903
C 1.4994 1.9050 0.0855
C 1.3425 2.4445 3.1133
O -1.1873 1.2918 2.3690
C -2.6914 1.2522 2.1914
C -3.0326 -0.2269 2.2020
H -2.2718 -2.8242 1.0287
H -1.1845 -1.7305 0.0824
H -0.5628 -2.6560 1.4960
H 4.1710 1.0219 1.8851
H 3.4389 -0.3329 2.7882
H 3.4646 -0.3487 1.0135
H 2.2063 2.7347 -0.0477
H 1.7056 1.1580 -0.6853
H 0.4936 2.2943 -0.0822
H 2.2699 2.9576 3.4226
H 0.6504 3.2128 2.7330
H 0.8963 1.9924 4.0080
H -3.1527 1.7826 3.0348
H -2.9164 1.7048 1.2164
H -3.7809 -0.5016 1.4403
H -3.4944 -0.4575 3.1785
Cl 4.0266 -1.7342 5.9642
C 2.4065 -1.7444 5.3493
C 2.0597 -2.7388 4.4112
C 0.7552 -2.7460 3.8995
C -0.2341 -1.8501 4.3732
C -1.6046 -2.0241 3.9282
C -2.7478 -1.8663 4.8187
C -4.0153 -2.2060 4.2545
C -5.2003 -2.1281 4.9962
C -5.1388 -1.6793 6.3314
Cl -6.6111 -1.4360 7.1986
C -3.9004 -1.4372 6.9409
C -2.7172 -1.5529 6.1971
C 0.1606 -0.8262 5.2664
C 1.4687 -0.7843 5.7655
H 2.7762 -3.4973 4.1029
H 0.4924 -3.4770 3.1322
H -1.7215 -2.9361 3.3139
H -4.0723 -2.5231 3.2071
H -6.1494 -2.3903 4.5412
H -3.8922 -1.1702 8.0014
H -1.7712 -1.3937 6.7060
H -0.5311 -0.0425 5.5563
H 1.7776 -0.0413 6.5115
*
```

Calculated values
E = -59195.0836 eV
Kohn-Sham gap = 7.45 eV

# 9
C5H16N | ωB97M-V/def2-TZVPD

ORCA input file:
```
! RIJCOSX wB97M-V def2-TZVPD def2/J DEFGRID3
* xyz 1 1
C 1.3359 1.7513 1.5948
C 1.8499 0.2931 1.7158
C -0.2067 1.6868 1.4117
H 1.5578 2.1952 2.5578
H 1.8830 2.2073 0.7742
H 1.2529 -0.4308 1.1608
H -0.6735 0.8541 0.8855
H -0.5962 1.7733 2.4243
H -0.5745 2.5451 0.8410
H 2.9031 0.0581 1.5331
H 1.7771 -0.0421 2.7577
C -1.5092 -1.3876 -1.6683
C -0.6359 -0.7640 -2.7160
N -0.7846 -1.3787 -0.3513
H -2.5195 -0.9850 -1.6589
H -1.6826 -2.4460 -1.8869
H -0.1425 0.1727 -2.4362
H -1.2168 -0.4980 -3.6022
H -1.1985 -1.8917 0.4340
H 0.1534 -1.7422 -0.5187
H -0.7238 -0.4096 0.0160
H 0.1368 -1.3986 -3.1515
*
```

Calculated values
E = -6927.3829 eV
Kohn-Sham gap = 11.45 eV

# 10
C4H22NO6 | ωB97M-V/def2-TZVPD

ORCA input file:
```
! RIJCOSX wB97M-V def2-TZVPD def2/J DEFGRID3
* xyz 2 2
C 1.1968 -1.5174 -2.4329
C -0.0907 -0.6628 -2.8263
C 0.2055 0.7972 -2.7292
C 0.9038 2.1684 -0.9688
N 0.0284 1.3554 -1.3372
H 0.9687 -2.3707 -1.8438
H 1.8643 -1.0335 -1.7284
H 1.9022 -1.6694 -3.3474
H -1.0447 -0.9593 -2.3164
H -0.2643 -0.7816 -3.8879
H -0.2313 1.4062 -3.4930
H 1.3067 1.0865 -2.9589
H 1.8824 2.2865 -1.5035
H 0.7888 2.7136 -0.0310
H -0.8465 1.1284 -0.8557
H 0.7719 -1.0280 2.3991
H -0.6082 -1.0756 1.6237
O 0.0846 -0.5853 1.9592
H -3.0295 0.7582 0.1350
H -2.5163 -0.6056 0.1931
O -2.6022 0.0930 -0.3261
H 2.5254 0.4743 0.6368
H 1.3988 0.9281 1.4349
O 2.0197 1.2266 0.7196
H -1.3101 3.1282 3.2530
H -0.5237 2.0719 2.9010
O -0.5713 3.0089 2.7259
H -3.6799 -0.9957 2.0544
H -2.4982 -1.6879 2.6936
O -2.7928 -1.3655 1.8395
H 2.3128 -2.5307 3.0577
H 0.9314 -3.2095 2.4726
O 1.5178 -2.5529 2.4874
*
```

Calculated values
⟨S²⟩ = 0.76
E = -18257.2028 eV
Kohn-Sham gap (spin up / spin down) = 9.26 / 2.84 eV

# 11
C19H22O6 | ωB97M-V/def2-TZVPD

ORCA input file:
```
! RIJCOSX wB97M-V def2-TZVPD def2/J DEFGRID3
* xyz 0 1
O 2.0396 -4.2509 0.3909
O -3.5142 2.7277 2.0309
O 1.1351 -3.1339 -1.3988
O -0.4188 1.1399 -2.0369
O -2.6985 1.5836 0.2050
O 0.5433 2.3786 3.7403
C 1.4894 -3.2596 -0.0364
C -2.5412 2.2223 1.3625
C 1.2853 -2.1023 0.8882
C -0.0161 -1.0452 -0.9210
C 0.2921 -2.1329 -1.7353
C 0.5419 -0.9788 0.4860
C -0.2685 -3.3588 -3.9448
C 1.1159 -1.1976 -3.9088
C 1.6697 1.0697 0.7257
C -0.3767 3.3252 1.1228
C -0.9645 0.0982 -1.1918
C 0.8311 0.1539 2.8952
C 0.0851 1.0925 3.8955
C -1.6773 0.5778 0.0597
C -0.8388 2.2273 3.4128
C 0.0291 -1.9924 -3.1962
C -0.8582 0.8352 1.3065
C 0.5067 0.2493 1.3245
C -1.1096 2.2110 1.8622
H -0.9767 1.9011 -1.9824
H 1.6364 -2.2149 1.9581
H -0.0885 -3.2754 -4.9456
H -1.2745 -3.7335 -3.6633
H 0.4889 -4.0901 -3.6340
H 1.0291 -1.0834 -4.9962
H 2.1088 -1.6454 -3.6145
H 0.8843 -0.2229 -3.5574
H 1.8173 1.8485 1.4698
H 1.5796 1.6218 -0.2529
H 2.5902 0.4500 0.7673
H -0.3822 3.2409 0.0428
H 0.6170 3.4510 1.5113
H -0.8164 4.3403 1.3404
H -1.7973 -0.2209 -1.8726
H 1.8771 0.2647 3.0741
H 0.6175 -0.8468 3.1248
H -0.0891 0.6227 4.8870
H -2.2517 -0.2986 0.2520
H -1.5536 2.6286 4.0928
H -0.8471 -1.4228 -3.3599
H -1.4513 0.2456 2.0195
*
```

Calculated values
SMILES = CC(C)c1oc(=O)cc2c1[C@H](O)[C@@H]1OC(=O)[C@@]3(C)[C@@H]4O[C@@H]4C[C@]2(C)[C@H]13
E = -32340.7910 eV
Kohn-Sham gap = 8.87 eV